# 1
Here is a 3-piece molecular cluster, C20H48BN3O7P overall from the Open Molecules 2025 dataset. Energies are from ωB97M-V with the def2-TZVPD basis set.

Element x y z (Å)
1 C -2.67 -2.14 6.88
2 C -3.56 -2.80 7.82
3 C -4.58 -1.85 8.55
4 O -5.48 -2.38 9.24
5 O -4.43 -0.45 8.33
6 C -5.66 0.15 7.87
7 C -6.20 -0.40 6.48
8 C -5.61 0.33 5.18
9 C -5.45 -0.69 3.94
10 C -4.26 -0.10 3.02
11 C -4.39 -0.49 1.48
12 N -3.09 -0.43 0.71
13 O -2.23 -1.32 1.37
14 B -2.51 0.99 0.62
15 O -3.20 2.17 1.05
16 O -1.20 1.19 0.04
17 C -0.25 1.69 1.04
18 P -3.21 -0.99 -1.00
19 C -1.73 -2.02 -1.54
20 C -4.87 -1.80 -1.38
21 H -1.67 -1.75 7.28
22 H -2.95 -1.94 5.79
23 H -3.53 -3.92 7.99
24 H -5.43 1.27 7.71
25 H -6.46 0.14 8.69
26 H -7.33 -0.20 6.47
27 H -6.08 -1.52 6.33
28 H -6.39 1.11 4.87
29 H -4.62 0.83 5.42
30 H -5.17 -1.73 4.33
31 H -6.42 -0.75 3.34
32 H -3.29 -0.41 3.51
33 H -4.38 1.04 3.08
34 H -4.72 -1.59 1.47
35 H -5.17 0.11 0.92
36 H -1.29 -1.14 1.14
37 H -3.74 2.45 0.28
38 H -0.53 1.26 2.06
39 H -0.35 2.82 1.06
40 H 0.78 1.35 0.72
41 H -1.12 -2.46 -0.69
42 H -1.02 -1.31 -2.09
43 H -2.02 -2.82 -2.29
44 H -5.37 -2.33 -0.51
45 H -5.57 -0.98 -1.73
46 H -4.82 -2.57 -2.24
47 C 3.72 1.60 -3.08
48 C 2.50 1.27 -2.22
49 C 2.04 -0.20 -2.34
50 O 1.32 -0.50 -3.53
51 C 2.14 -0.76 -4.66
52 N 1.42 2.20 -2.56
53 H 3.47 1.69 -4.14
54 H 4.15 2.55 -2.77
55 H 4.49 0.83 -2.98
56 H 2.79 1.44 -1.18
57 H 1.34 -0.40 -1.52
58 H 2.88 -0.89 -2.21
59 H 3.07 -1.27 -4.39
60 H 2.36 0.17 -5.19
61 H 1.58 -1.40 -5.35
62 H 0.64 2.04 -1.92
63 H 1.04 1.92 -3.46
64 C 9.38 0.59 -5.19
65 C 8.49 1.82 -5.05
66 C 7.11 1.51 -4.43
67 O 6.19 0.90 -5.32
68 C 6.34 -0.51 -5.44
69 N 8.36 2.46 -6.36
70 H 9.08 -0.06 -6.01
71 H 10.42 0.89 -5.38
72 H 9.38 0.00 -4.27
73 H 9.01 2.52 -4.38
74 H 6.66 2.47 -4.14
75 H 7.21 0.93 -3.50
76 H 6.65 -0.97 -4.50
77 H 7.06 -0.74 -6.24
78 H 5.38 -0.92 -5.74
79 H 7.84 3.33 -6.25
80 H 7.74 1.88 -6.92

Computed properties:
Gap between HOMO and LUMO ... 4.572 eV
Spin multiplicity ... 1
Total charge ... +1

# 2
Here is C20H48Cs2F6O10 as an isolated structure from the Open Molecules 2025 dataset. Energies are from ωB97M-V with the def2-TZVPD basis set.

Element x y z (Å)
1 Cs -2.16 -4.22 0.62
2 Cs 0.45 -7.71 -0.93
3 C -2.08 -7.59 2.81
4 O -3.56 -7.60 2.78
5 O -1.66 -7.43 1.45
6 C -1.60 -6.57 3.84
7 F -0.27 -6.23 3.67
8 F -2.37 -5.48 3.87
9 F -1.65 -6.95 5.06
10 C -4.29 -8.27 3.87
11 C -5.72 -8.61 3.44
12 H -6.37 -7.75 3.25
13 H -5.76 -9.07 2.45
14 H -6.13 -9.27 4.20
15 H -4.31 -7.63 4.75
16 H -3.87 -9.22 4.20
17 H -1.58 -8.44 3.27
18 C -0.78 -2.81 -3.11
19 O -2.23 -2.52 -3.14
20 O -0.33 -2.46 -1.80
21 C -0.48 -4.27 -3.65
22 F 0.81 -4.58 -3.69
23 F -1.09 -5.27 -2.97
24 F -0.76 -4.39 -4.97
25 C -2.94 -2.23 -4.38
26 C -4.51 -2.45 -4.18
27 H -5.01 -2.04 -5.07
28 H -4.65 -3.51 -3.98
29 H -4.89 -1.94 -3.30
30 H -2.62 -2.92 -5.15
31 H -2.70 -1.20 -4.63
32 H -0.26 -2.11 -3.77
33 C 2.39 -11.74 -1.93
34 C 1.48 -11.90 -0.76
35 O 0.54 -10.84 -0.79
36 H 2.82 -10.73 -2.00
37 H 1.82 -11.98 -2.83
38 H 3.18 -12.49 -1.87
39 H 2.08 -11.87 0.15
40 H 0.88 -12.81 -0.77
41 H -0.19 -11.09 -1.36
42 C -2.40 -12.77 -2.08
43 C -2.06 -11.95 -3.26
44 O -0.70 -11.62 -3.11
45 H -2.01 -12.42 -1.13
46 H -1.95 -13.76 -2.21
47 H -3.49 -12.84 -2.06
48 H -2.51 -10.96 -3.38
49 H -2.24 -12.49 -4.18
50 H -0.49 -10.97 -3.79
51 C -4.55 -9.01 -0.85
52 C -4.08 -7.95 -1.82
53 O -2.68 -7.79 -1.56
54 H -3.77 -9.76 -0.73
55 H -5.51 -9.40 -1.18
56 H -4.62 -8.59 0.15
57 H -4.51 -6.95 -1.79
58 H -3.97 -8.35 -2.83
59 H -2.54 -7.96 -0.62
60 C -1.24 -8.08 -4.87
61 C 0.28 -8.09 -4.83
62 O 0.74 -9.09 -3.94
63 H -1.62 -7.69 -3.93
64 H -1.69 -9.07 -5.03
65 H -1.57 -7.53 -5.75
66 H 0.64 -7.22 -4.29
67 H 0.75 -8.21 -5.81
68 H 1.67 -8.92 -3.79
69 C 5.70 -6.79 -3.37
70 C 4.38 -7.40 -3.85
71 O 3.75 -8.17 -2.76
72 H 5.48 -5.92 -2.75
73 H 6.19 -6.34 -4.23
74 H 6.51 -7.41 -2.99
75 H 4.57 -7.99 -4.74
76 H 3.75 -6.53 -4.05
77 H 4.40 -8.80 -2.44
78 C 2.86 -3.87 -1.25
79 C 2.35 -4.24 0.14
80 O 0.90 -4.28 0.10
81 H 2.35 -4.46 -2.02
82 H 3.93 -3.97 -1.44
83 H 2.53 -2.84 -1.39
84 H 2.80 -3.64 0.93
85 H 2.58 -5.29 0.32
86 H 0.56 -3.62 -0.51

Computed properties:
Gap between HOMO and LUMO ... 7.482 eV
Spin multiplicity ... 1

# 3
Here is a 5-piece molecular cluster, C20H48F6N3O7 overall from the Open Molecules 2025 dataset. Energies are from ωB97M-V with the def2-TZVPD basis set.

Element x y z (Å)
1 C 1.15 -2.57 -1.63
2 C 0.08 -2.49 -2.71
3 C 0.40 -3.38 -3.93
4 O 0.35 -4.70 -3.52
5 C 0.35 -5.62 -4.62
6 N -1.33 -2.74 -2.16
7 H -1.41 -3.75 -2.06
8 H -1.62 -1.59 -0.55
9 H -1.88 -2.61 -3.03
10 H 2.00 -2.02 -1.99
11 H 1.34 -3.58 -1.23
12 H 0.62 -1.93 -0.88
13 H 0.13 -1.46 -3.19
14 H 1.42 -3.16 -4.18
15 H -0.35 -3.18 -4.76
16 H 1.26 -5.58 -5.25
17 H -0.53 -5.32 -5.26
18 H 0.27 -6.61 -4.25
19 C -1.99 1.90 -0.51
20 C -1.71 1.94 -1.97
21 C -2.35 3.20 -2.58
22 O -2.07 3.28 -3.97
23 C -1.71 4.57 -4.35
24 N -0.25 1.85 -2.29
25 H 0.13 2.81 -2.28
26 H 1.02 1.32 -0.94
27 H -0.21 1.52 -3.31
28 H -1.38 2.73 -0.15
29 H -1.72 0.95 -0.11
30 H -3.04 2.07 -0.25
31 H -2.13 1.06 -2.43
32 H -1.90 4.05 -1.96
33 H -3.45 3.21 -2.40
34 H -1.28 5.07 -3.49
35 H -2.57 5.20 -4.53
36 H -1.05 4.51 -5.22
37 C 2.98 -1.23 1.91
38 C 1.50 -1.46 2.33
39 C 1.35 -1.75 3.78
40 O 1.55 -0.52 4.44
41 C 1.87 -0.75 5.84
42 N 0.74 -0.20 2.06
43 H -0.25 -0.24 2.22
44 H 1.04 0.43 2.83
45 H 0.86 0.30 1.21
46 H 3.14 -1.26 0.89
47 H 3.66 -1.98 2.31
48 H 3.42 -0.34 2.33
49 H 1.20 -2.27 1.72
50 H 2.17 -2.49 4.04
51 H 0.36 -2.21 3.89
52 H 2.91 -0.42 5.96
53 H 1.74 -1.78 6.05
54 H 1.28 -0.06 6.44
55 C -2.62 -2.01 1.06
56 O -3.28 -1.23 1.98
57 O -1.57 -1.37 0.42
58 C -2.04 -3.31 1.75
59 F -1.38 -4.08 0.88
60 F -1.09 -3.04 2.64
61 F -3.00 -4.08 2.32
62 C -4.35 -0.43 1.33
63 C -4.54 0.92 2.10
64 H -4.96 0.70 3.07
65 H -3.55 1.45 2.22
66 H -5.21 1.54 1.55
67 H -5.24 -1.02 1.43
68 H -4.06 -0.26 0.30
69 H -3.37 -2.38 0.35
70 C 2.51 2.10 0.09
71 O 2.14 2.60 1.35
72 O 1.68 1.08 -0.27
73 C 2.41 3.32 -0.86
74 F 3.44 4.08 -0.70
75 F 2.41 2.91 -2.14
76 F 1.22 3.92 -0.64
77 C 3.25 2.92 2.26
78 C 3.56 4.33 2.44
79 H 4.16 4.49 3.34
80 H 4.12 4.64 1.57
81 H 2.65 4.92 2.42
82 H 4.15 2.33 2.03
83 H 2.95 2.43 3.22
84 H 3.56 1.83 0.14

Computed properties:
Gap between HOMO and LUMO ... 10.243 eV
Spin multiplicity ... 1
Total charge ... +1

# 4
Here is a 8-piece molecular cluster, C20H48F8N8O19S8 overall from the Open Molecules 2025 dataset. Energies are from ωB97M-V with the def2-TZVPD basis set.

Element x y z (Å)
1 C -1.82 -0.27 -1.06
2 C -0.89 -0.26 0.16
3 O 0.32 -0.05 0.11
4 N -1.51 -0.39 1.51
5 H -2.46 -0.09 1.35
6 H -1.47 -1.31 1.92
7 C -0.91 0.68 2.50
8 H -1.23 -0.26 -1.98
9 H -2.41 0.64 -0.97
10 H -2.36 -1.21 -1.09
11 H -0.01 0.23 2.92
12 H -1.75 0.67 3.20
13 H -0.60 1.63 2.07
14 C -3.76 -1.33 7.06
15 C -2.78 -1.17 5.96
16 O -1.77 -0.49 6.02
17 N -3.00 -2.15 4.78
18 H -2.34 -2.26 4.03
19 H -3.09 -3.07 5.20
20 C -4.24 -1.78 3.92
21 H -3.72 -0.41 7.63
22 H -3.62 -2.13 7.79
23 H -4.78 -1.47 6.72
24 H -4.20 -0.74 3.62
25 H -5.22 -1.96 4.36
26 H -4.15 -2.34 2.99
27 C -4.68 0.14 -3.80
28 C -3.97 1.46 -3.83
29 O -3.09 1.84 -3.08
30 N -4.79 2.57 -4.53
31 H -4.23 2.75 -5.35
32 H -5.66 2.30 -4.96
33 C -4.93 3.88 -3.66
34 H -5.67 0.28 -3.36
35 H -4.10 -0.58 -3.23
36 H -4.84 -0.32 -4.78
37 H -3.93 4.23 -3.42
38 H -5.40 3.50 -2.75
39 H -5.56 4.63 -4.14
40 C 8.46 0.79 -3.37
41 C 8.52 0.85 -1.87
42 C 7.42 0.09 -1.15
43 C 6.02 0.78 -1.21
44 N 4.78 0.19 -0.46
45 C 4.48 -1.27 -0.89
46 C 3.86 -1.96 0.32
47 C 4.19 -1.10 1.60
48 C 5.20 -0.12 0.97
49 C 3.51 1.16 -0.64
50 C 3.19 1.41 -2.16
51 C 1.92 2.14 -2.36
52 H 8.53 -0.25 -3.70
53 H 9.32 1.33 -3.75
54 H 7.54 1.33 -3.60
55 H 8.55 1.88 -1.52
56 H 9.52 0.55 -1.55
57 H 7.75 0.07 -0.11
58 H 7.35 -0.96 -1.44
59 H 5.81 0.82 -2.28
60 H 6.02 1.78 -0.78
61 H 3.86 -1.25 -1.79
62 H 5.50 -1.61 -1.07
63 H 2.84 -2.18 0.00
64 H 4.23 -2.96 0.55
65 H 3.38 -0.60 2.12
66 H 4.62 -1.69 2.41
67 H 5.27 0.90 1.34
68 H 6.18 -0.61 0.97
69 H 3.50 1.93 0.13
70 H 2.66 0.49 -0.47
71 H 3.07 0.48 -2.71
72 H 3.82 2.05 -2.78
73 H 1.63 1.89 -3.38
74 H 1.96 3.20 -2.09
75 H 1.09 1.86 -1.71
76 N -0.22 4.88 1.40
77 S 1.42 4.52 1.58
78 O 1.69 3.12 1.86
79 O 2.29 5.45 2.26
80 F 1.86 4.73 0.00
81 S -0.44 5.24 2.86
82 O -0.26 6.60 3.46
83 O -0.46 4.11 3.84
84 F -2.01 5.24 2.69
85 N -1.17 -2.77 2.58
86 S -1.23 -3.94 1.32
87 O -1.87 -5.25 1.61
88 O -0.14 -3.98 0.36
89 F -2.30 -3.21 0.33
90 S 0.19 -3.13 3.01
91 O 1.24 -2.15 2.62
92 O 0.64 -4.55 3.15
93 F 0.00 -2.86 4.60
94 N -1.69 -5.07 -4.13
95 S -1.76 -4.61 -5.76
96 O -0.49 -4.59 -6.45
97 O -2.78 -3.59 -6.09
98 F -2.50 -5.92 -6.27
99 S -1.72 -3.62 -3.61
100 O -2.97 -3.11 -3.02
101 O -0.69 -2.70 -3.99
102 F -0.95 -4.07 -2.23
103 N -3.96 0.67 1.34
104 S -4.73 1.79 1.96
105 O -5.51 1.42 3.10
106 O -5.34 2.78 1.17
107 F -3.40 2.48 2.54
108 S -5.26 0.19 0.38
109 O -5.32 0.74 -0.95
110 O -6.47 -0.33 1.04
111 F -4.60 -1.30 0.03

Computed properties:
Gap between HOMO and LUMO (alpha / beta) ... 2.402 / 6.897 eV
Spin multiplicity ... 2
Total charge ... -1

# 5
Here is C20H49AsBiN3PSi3 as an isolated structure from the Open Molecules 2025 dataset. Energies are from ωB97M-V with the def2-TZVPD basis set.

Element x y z (Å)
1 Bi 1.54 -1.47 0.41
2 C -2.65 0.44 -0.68
3 Si -1.33 1.73 -0.43
4 C -1.89 3.26 -1.36
5 C -1.30 2.18 1.38
6 As 0.76 0.75 -0.96
7 Si 2.24 2.56 -0.69
8 C 1.59 4.24 -1.19
9 C 2.66 2.63 1.13
10 C 3.85 2.28 -1.57
11 Si 0.54 0.38 -3.28
12 C 2.21 0.14 -4.09
13 C -0.34 -1.26 -3.47
14 C -0.40 1.66 -4.24
15 H -3.62 0.84 -0.34
16 H -2.40 -0.47 -0.10
17 H -2.72 0.19 -1.76
18 H -2.88 3.56 -0.96
19 H -2.00 3.08 -2.43
20 H -1.20 4.11 -1.21
21 H -2.30 2.55 1.68
22 H -0.55 2.98 1.55
23 H -1.04 1.29 1.98
24 H 0.77 4.52 -0.51
25 H 1.26 4.23 -2.24
26 H 2.41 4.99 -1.06
27 H 1.76 2.82 1.73
28 H 3.40 3.44 1.31
29 H 3.11 1.66 1.43
30 H 3.71 2.34 -2.66
31 H 4.26 1.29 -1.29
32 H 4.57 3.07 -1.28
33 H 2.79 -0.62 -3.55
34 H 2.75 1.10 -4.13
35 H 2.05 -0.19 -5.14
36 H 0.24 -2.05 -2.95
37 H -0.43 -1.51 -4.55
38 H -1.35 -1.20 -3.03
39 H 0.05 2.66 -4.10
40 H -1.46 1.64 -3.92
41 H -0.38 1.38 -5.32
42 C -3.10 -0.18 2.68
43 C -1.67 0.06 2.20
44 C -0.93 0.99 3.18
45 P -0.66 -1.40 1.78
46 C -1.60 -2.54 0.70
47 C -2.70 -3.37 1.34
48 C -2.13 -1.81 -0.54
49 C -0.12 -2.26 3.30
50 C -1.17 -2.54 4.36
51 C 0.66 -3.54 2.97
52 H -3.57 0.77 2.95
53 H -3.16 -0.84 3.55
54 H -3.71 -0.61 1.89
55 H -1.76 0.62 1.26
56 H -0.83 0.54 4.17
57 H -1.48 1.93 3.30
58 H 0.07 1.23 2.82
59 H -0.85 -3.25 0.33
60 H -3.45 -2.77 1.86
61 H -2.29 -4.09 2.06
62 H -3.22 -3.97 0.58
63 H -2.93 -1.10 -0.28
64 H -2.56 -2.53 -1.25
65 H -1.34 -1.26 -1.06
66 H 0.61 -1.58 3.77
67 H -2.02 -3.12 3.99
68 H -1.56 -1.62 4.80
69 H -0.74 -3.11 5.19
70 H 0.01 -4.31 2.54
71 H 1.11 -3.96 3.87
72 H 1.47 -3.35 2.26
73 N 6.09 -3.83 -3.18
74 C 5.85 -2.80 -2.69
75 N 5.59 -1.50 -2.09
76 C 4.35 -1.54 -1.34
77 N 3.36 -1.53 -0.73
78 H 2.07 -3.00 1.34

Computed properties:
Gap between HOMO and LUMO (alpha / beta) ... 5.323 / 5.251 eV
Spin multiplicity ... 1
Total charge ... +1

Question: spin multiplicity of number 2 (C20H48Cs2F6O10)?
Answer: 1

Question: Which value of spin multiplicity does entry 4 give?
Answer: 2